{"formula": "C38H77N2O5", "method": "the ωB97M-V functional and the def2-TZVPD basis", "species": ["C", "C", "C", "C", "C", "C", "C", "C", "C", "C", "C", "C", "C", "C", "N", "C", "C", "C", "C", "C", "C", "C", "C", "N", "O", "C", "C", "C", "C", "H", "H", "H", "H", "H", "H", "H", "H", "H", "H", "H", "H", "H", "H", "H", "H", "H", "H", "H", "H", "H", "H", "H", "H", "H", "H", "H", "H", "H", "H", "H", "H", "H", "H", "H", "H", "H", "H", "H", "H", "H", "H", "H", "H", "H", "H", "H", "H", "H", "H", "H", "H", "H", "C", "C", "O", "C", "H", "H", "H", "H", "H", "H", "C", "C", "O", "C", "H", "H", "H", "H", "H", "H", "C", "C", "O", "C", "H", "H", "H", "H", "H", "H", "C", "C", "O", "C", "H", "H", "H", "H", "H", "H"], "positions_angstrom": [[-6.386941, 4.746752, -2.487275], [-5.064709, 4.826593, -3.250077], [-3.970529, 5.481758, -2.427003], [-2.647313, 5.578300, -3.199747], [-1.410676, 5.377888, -2.275928], [-0.582129, 4.178380, -2.741698], [-1.245620, 2.851607, -2.370739], [-1.200073, 2.548219, -0.871216], [0.155138, 1.918560, -0.463499], [0.009707, 0.581390, 0.282101], [1.025623, -0.459960, -0.200265], [1.227007, -1.601857, 0.807683], [-0.118616, -2.208306, 1.213113], [-0.086466, -3.694868, 1.694659], [-0.272576, -4.651170, 0.592812], [0.714108, -4.601974, -0.474053], [0.575190, -5.846983, -1.354816], [1.860330, -6.165850, -2.151084], [1.531149, -6.332549, -3.647124], [1.195723, -3.936310, 2.495630], [1.137743, -5.162032, 3.406519], [0.995936, -6.472773, 2.638238], [2.488294, -5.254368, 4.125509], [0.030169, -5.098009, 4.412583], [0.405774, -5.045000, 5.642920], [-1.006275, -4.067510, 4.130555], [-0.686884, -2.733625, 4.851627], [-2.310813, -4.583257, 4.765763], [-1.306313, -3.880438, 2.646719], [-7.056166, 4.053570, -2.987870], [-6.242019, 4.421397, -1.462420], [-6.882546, 5.714455, -2.479175], [-4.766290, 3.826170, -3.557479], [-5.248553, 5.424673, -4.141338], [-4.270129, 6.495395, -2.170927], [-3.843209, 4.886536, -1.523863], [-2.602359, 4.842024, -3.996019], [-2.558572, 6.569287, -3.632539], [-0.791206, 6.269799, -2.286694], [-1.767437, 5.187064, -1.268951], [0.421861, 4.207035, -2.321107], [-0.520786, 4.225169, -3.826187], [-0.740901, 2.056704, -2.912418], [-2.283144, 2.871291, -2.709837], [-2.021906, 1.876776, -0.631496], [-1.356766, 3.457285, -0.302272], [0.761323, 1.773520, -1.351793], [0.665404, 2.620351, 0.187844], [-0.975894, 0.196555, 0.032202], [0.074843, 0.709061, 1.358015], [1.957181, 0.086137, -0.341875], [0.707978, -0.867070, -1.157492], [1.728877, -1.145351, 1.655769], [1.892563, -2.318510, 0.335549], [-0.457571, -1.643256, 2.076580], [-0.886978, -2.078830, 0.452283], [-1.197702, -4.486088, 0.209469], [0.620550, -3.714879, -1.113319], [1.731216, -4.614199, -0.096167], [0.428367, -6.659460, -0.649250], [-0.303034, -5.799336, -1.992200], [2.591964, -5.375654, -2.012275], [2.253763, -7.112565, -1.803396], [0.840100, -5.538615, -3.914869], [0.997828, -7.266802, -3.790735], [2.419426, -6.260759, -4.265061], [1.359639, -3.055054, 3.105340], [2.081669, -4.046373, 1.879592], [1.055932, -7.317285, 3.315083], [1.744209, -6.545069, 1.853994], [0.026969, -6.520338, 2.150419], [3.221207, -5.451556, 3.346651], [2.741690, -4.342950, 4.654073], [2.515639, -6.116824, 4.775500], [0.376316, -2.555666, 4.952213], [-1.180678, -1.932212, 4.311251], [-1.146971, -2.753979, 5.828485], [-3.159042, -3.962315, 4.506511], [-2.183204, -4.685449, 5.836310], [-2.455710, -5.594075, 4.381949], [-1.894691, -4.728579, 2.301183], [-1.969339, -3.023861, 2.588291], [-7.566979, -3.353314, 5.337924], [-6.224487, -4.039207, 5.259005], [-5.190160, -3.413395, 5.292930], [-6.229113, -5.544000, 5.136038], [-7.420038, -2.279100, 5.423440], [-8.147208, -3.562488, 4.437779], [-8.117219, -3.707627, 6.210987], [-6.754422, -5.843342, 4.227585], [-6.724171, -5.988249, 6.000955], [-5.204436, -5.906574, 5.089221], [6.082641, 0.644201, -2.541267], [5.012973, 0.252069, -1.552638], [4.176663, 1.039591, -1.172979], [5.027510, -1.174386, -1.051471], [5.960316, 1.685596, -2.818581], [7.069792, 0.512593, -2.095144], [6.005193, 0.025424, -3.437461], [5.971159, -1.383350, -0.544827], [4.907358, -1.865256, -1.887741], [4.208190, -1.321256, -0.349739], [9.986482, 3.642442, -2.743131], [8.547523, 3.780209, -2.307385], [7.641058, 3.321397, -2.963621], [8.289880, 4.515900, -1.014939], [10.029606, 3.095894, -3.682508], [10.430042, 4.629042, -2.885287], [10.555710, 3.097798, -1.988086], [8.663591, 5.538572, -1.085915], [8.789272, 4.007036, -0.188801], [7.220011, 4.541802, -0.820532], [-1.656725, 11.012658, -3.863408], [-2.689243, 9.941335, -3.608015], [-2.764379, 8.956076, -4.304864], [-3.624110, 10.155172, -2.441764], [-1.053682, 10.735544, -4.724982], [-2.148431, 11.965658, -4.065013], [-1.006412, 11.120189, -2.993831], [-4.197031, 11.072756, -2.584693], [-3.054420, 10.227350, -1.513885], [-4.311973, 9.315337, -2.370793]], "atomic_forces_ev_per_a": [[0.0731, -0.0100, -0.3992], [-0.5871, 0.4015, 0.3449], [0.2018, -0.2595, -0.8650], [0.5114, 0.2340, 1.0689], [-0.2024, -0.3401, -0.7913], [-0.3338, -0.0696, 0.2598], [-0.1216, 0.3896, 0.1671], [0.4990, -0.2923, -0.4102], [-0.6992, 0.0863, 0.5415], [-0.0735, -0.2198, -0.9974], [0.1597, 0.3780, 0.7624], [-0.4096, 0.7033, -1.0778], [0.7127, -0.4850, 0.8260], [-0.6336, 0.8124, -0.0128], [0.4814, 0.2737, 0.2714], [-0.5119, -0.3554, -0.8413], [0.8051, -0.2502, 0.7224], [-1.0391, -0.0242, -0.8181], [-0.0056, 0.4374, 0.7534], [-0.8071, -0.4463, 0.0880], [1.0487, -0.9962, 0.2581], [-0.8199, 0.1631, -0.3014], [-0.2147, -0.1505, -0.4266], [0.8182, 2.0071, 0.1075], [-0.3082, -0.7129, -0.2086], [-1.3792, 0.0408, 0.6877], [-0.1332, -0.3784, -0.4066], [0.6621, -0.6837, -0.4584], [0.5853, -0.4683, -0.2924], [-0.2087, -0.1369, 0.0486], [0.0001, -0.1137, 0.1923], [-0.0296, 0.1493, 0.1520], [0.1903, -0.0784, -0.0843], [0.1632, -0.1075, -0.3065], [-0.1940, 0.0536, 0.3968], [0.0604, 0.1012, 0.2389], [-0.1436, -0.1170, -0.2058], [-0.1800, 0.0046, -0.3837], [0.0638, 0.1543, 0.1887], [0.1423, 0.2530, 0.2921], [0.1924, 0.0103, -0.0424], [0.3464, 0.0749, -0.1807], [-0.0455, -0.2940, -0.0886], [-0.0932, -0.0043, -0.1103], [-0.0476, -0.1189, 0.1478], [-0.1927, 0.1805, 0.1219], [0.2000, 0.0006, -0.1285], [0.4054, 0.1020, -0.0506], [-0.2935, -0.0796, 0.3671], [-0.0288, 0.0571, 0.2244], [0.2878, -0.2622, -0.1903], [-0.0361, 0.0169, -0.2631], [0.1484, -0.2808, 0.3442], [0.1372, -0.2428, 0.1823], [-0.1823, 0.2718, 0.0508], [-0.0065, -0.1331, -0.2556], [0.0418, -0.0782, -0.0795], [0.1025, 0.2194, 0.0458], [0.0305, 0.0795, 0.4200], [-0.3324, -0.2061, 0.0537], [-0.1185, 0.0799, -0.1444], [0.2187, 0.0482, 0.0416], [0.4398, -0.0129, 0.2646], [0.0113, 0.1930, -0.3365], [0.0990, -0.2042, -0.2456], [0.0320, -0.2321, -0.2273], [0.1096, 0.1728, 0.1639], [0.0396, 0.0175, -0.2328], [0.2539, -0.1309, 0.1786], [0.2009, -0.0925, -0.0378], [-0.0706, -0.0328, -0.0979], [0.2468, 0.1963, -0.0804], [0.0607, 0.0527, 0.2141], [-0.0448, 0.0087, 0.4149], [0.1360, 0.2000, 0.0017], [0.1539, 0.2681, -0.1331], [0.2014, -0.0059, 0.3795], [-0.0230, 0.0991, 0.1698], [-0.1226, 0.2135, 0.2309], [-0.3228, -0.0770, -0.0993], [0.0601, -0.2651, -0.0334], [-0.1225, 0.1571, -0.0969], [0.1469, 0.1885, 0.0137], [0.0733, 0.0309, 0.0096], [-0.2578, 0.0625, 0.0235], [0.2409, 0.0414, -0.0046], [0.0157, -0.0085, -0.0004], [-0.0816, -0.1007, 0.0749], [-0.0838, -0.0874, -0.0871], [-0.1221, -0.0380, 0.0814], [-0.1212, -0.0253, -0.0806], [-0.0003, 0.0179, 0.0041], [-0.2719, 0.1377, 0.0401], [-0.0296, 0.0104, 0.0018], [0.0402, -0.0112, 0.0004], [-0.2068, 0.0817, 0.1316], [0.0213, 0.0154, 0.0130], [0.0281, -0.1169, -0.0908], [0.1286, -0.1031, 0.0602], [0.0491, -0.0779, -0.1195], [0.1463, -0.0322, 0.0014], [0.0015, 0.0157, -0.0079], [-0.1141, -0.1232, -0.1794], [-0.0767, -0.0037, -0.0308], [0.1418, 0.0911, 0.0042], [-0.2305, -0.0575, -0.0638], [-0.0163, 0.0040, 0.0044], [0.0716, -0.0116, 0.1308], [0.0605, 0.1307, 0.0500], [0.1213, -0.0370, 0.0823], [0.1098, 0.1047, -0.0002], [0.0039, -0.0120, -0.0154], [0.0513, -0.1497, -0.1752], [-0.0113, -0.0764, -0.0368], [0.0044, 0.0656, 0.0313], [-0.0739, -0.2079, -0.0784], [-0.0123, -0.0137, 0.0033], [0.0313, 0.0465, 0.1383], [-0.0732, 0.1222, 0.0407], [0.0860, 0.0705, 0.0983], [-0.0174, 0.1446, 0.0006], [0.0116, -0.0024, -0.0130]], "mulliken_spin": [0.00, 0.00, 0.00, 0.00, 0.00, 0.00, 0.00, 0.00, 0.00, 0.00, 0.00, 0.00, 0.00, -0.01, 0.00, 0.00, 0.00, 0.00, 0.00, -0.01, 0.04, 0.02, 0.01, 0.34, 0.55, 0.05, 0.01, 0.01, 0.01, 0.00, 0.00, 0.00, 0.00, 0.00, 0.00, 0.00, 0.00, 0.00, 0.00, 0.00, 0.00, 0.00, 0.00, 0.00, 0.00, 0.00, 0.00, 0.00, 0.00, 0.00, 0.00, 0.00, 0.00, 0.00, 0.00, 0.00, 0.00, 0.00, 0.00, 0.00, 0.00, 0.00, 0.00, 0.00, 0.00, 0.00, 0.00, 0.00, -0.01, 0.00, 0.00, 0.00, 0.01, 0.00, 0.01, 0.00, -0.01, 0.00, 0.00, -0.01, 0.00, 0.00, 0.00, 0.00, 0.00, 0.00, 0.00, 0.00, 0.00, 0.00, 0.00, 0.00, 0.00, 0.00, 0.00, 0.00, 0.00, 0.00, 0.00, 0.00, 0.00, 0.00, 0.00, 0.00, 0.00, 0.00, 0.00, 0.00, 0.00, 0.00, 0.00, 0.00, 0.00, 0.00, 0.00, 0.00, 0.00, 0.00, 0.00, 0.00, 0.00, 0.00], "e_above_lowest_ev": 0.869, "homo_energy_ev": [-7.956, -8.490], "total_charge": 0, "orbital_gap_ev": [8.635, 9.168], "s2": 0.754, "max_force_ev_per_a": 2.2, "multiplicity": 2}